[1]
A structure of composition C21H18Br2N3O3Ru. Source: the OMol25 dataset; level of theory: ωB97M-V with the def2-TZVPD basis set.

Computed properties:
gap between HOMO and LUMO (spin up / spin down) = 7.188 / 3.679 eV
largest force on an atom = 0.0079 hartree/bohr
energy relative to the best compared isomer or geometry (same formula, charge and spin) = 0.0 kJ/mol
charge = +2
highest occupied orbital energy (spin up / spin down) = -13.09 / -13.01 eV
2S+1 = 6
<S²> = 8.810

XYZ file:
```
48
C21H18Br2N3O3Ru, DFT ωB97M-V with the def2-TZVPD basis set
Ru -0.54 0.94 -0.17
O 0.35 1.17 3.86
C 0.02 0.03 4.36
C 0.40 -0.23 5.72
C 0.06 -1.42 6.29
C -0.66 -2.37 5.54
C -1.04 -2.12 4.20
C -0.70 -0.95 3.59
C -1.03 -0.71 2.12
O -0.95 0.64 1.75
N -0.12 -1.51 1.30
N 0.27 -0.95 0.12
C 1.35 -1.57 -0.47
C 1.79 -1.35 -1.70
Br -0.53 0.93 -2.51
C 2.29 -1.28 -2.89
C 1.90 -2.07 -4.07
C 2.48 -1.78 -5.29
C 2.18 -2.55 -6.41
C 1.30 -3.61 -6.30
C 0.71 -3.90 -5.08
C 1.00 -3.13 -3.97
H -0.08 1.23 2.93
H 0.93 0.54 6.26
H 0.34 -1.63 7.31
H -0.92 -3.32 5.99
H -1.61 -2.86 3.65
H -2.05 -1.07 1.95
H 0.54 -2.14 1.74
H 1.88 -2.30 0.14
H 3.08 -0.54 -3.05
H 3.19 -0.96 -5.37
H 2.63 -2.31 -7.37
H 1.07 -4.22 -7.17
H 0.02 -4.74 -4.99
H 0.52 -3.34 -3.01
O -2.10 6.85 0.23
C -1.88 5.55 0.15
C -2.87 4.60 -0.12
C -2.52 3.28 -0.20
N -1.25 2.86 -0.04
C -0.32 3.79 0.23
Br 1.41 3.04 0.43
C -0.56 5.12 0.34
H -3.03 7.09 0.08
H -3.90 4.89 -0.27
H -3.26 2.52 -0.41
H 0.22 5.83 0.56
```

The computed Mulliken charges, all in e, follow:
1 Ru 0.665
2 O -0.505
3 C 0.667
4 C -0.570
5 C -0.506
6 C -0.569
7 C -0.305
8 C 0.096
9 C 0.547
10 O -0.942
11 N -0.127
12 N -0.058
13 C 0.155
14 C -0.603
15 Br -0.181
16 C -0.735
17 C 1.196
18 C -0.495
19 C -0.593
20 C -0.436
21 C -0.612
22 C -0.312
23 H 0.325
24 H 0.494
25 H 0.447
26 H 0.442
27 H 0.513
28 H 0.306
29 H 0.380
30 H 0.450
31 H 0.333
32 H 0.328
33 H 0.387
34 H 0.395
35 H 0.385
36 H 0.296
37 O -0.467
38 C 0.970
39 C -0.606
40 C -0.676
41 N 0.160
42 C 0.207
43 Br -0.041
44 C -0.488
45 H 0.332
46 H 0.377
47 H 0.471
48 H 0.502

---

[2]
A cluster of 2 separate species, C4H6OS in total in a non-equilibrium geometry. Source: the OMol25 dataset; level of theory: ωB97M-V with the def2-TZVPD basis set.

Computed properties:
gap between HOMO and LUMO = 8.505 eV
largest force on an atom = 0.0851 hartree/bohr
energy relative to the best compared isomer or geometry (same formula, charge and spin) = 313.6 kJ/mol
SMILES string = C=C=S.C=CO
highest occupied orbital energy = -8.62 eV

XYZ file:
```
12
C4H6OS, DFT ωB97M-V with the def2-TZVPD basis set
C 1.53 1.19 -1.99
C 2.32 1.42 -0.95
C -1.08 -0.56 -0.16
C -0.16 -1.52 -0.29
O -0.18 -2.65 0.60
S 0.42 1.10 -3.01
H 3.32 1.72 -0.90
H 1.78 1.08 0.05
H -1.23 0.22 -0.92
H -2.05 -0.72 0.41
H 0.61 -1.63 -0.97
H -0.95 -2.56 1.21
```

The computed Mulliken charges, all in e, follow:
1 C 0.300
2 C -0.487
3 C -0.779
4 C 0.251
5 O -0.504
6 S -0.320
7 H 0.317
8 H 0.204
9 H 0.097
10 H 0.216
11 H 0.424
12 H 0.283

---

[3]
A structure of composition C10H6Cl12Cr2O8S in a non-equilibrium geometry. Source: the OMol25 dataset; level of theory: ωB97M-V with the def2-TZVPD basis set.

Computed properties:
gap between HOMO and LUMO (spin up / spin down) = 7.312 / 7.162 eV
largest force on an atom = 0.0398 hartree/bohr
energy relative to the best compared isomer or geometry (same formula, charge and spin) = 0.0 kJ/mol
highest occupied orbital energy (spin up / spin down) = -9.19 / -9.27 eV
2S+1 = 9
<S²> = 20.027

XYZ file:
```
39
C10H6Cl12Cr2O8S, DFT ωB97M-V with the def2-TZVPD basis set
Cr 2.07 -0.46 1.00
Cr -1.85 -2.30 -1.75
S -0.38 0.19 0.10
O 0.05 -0.57 1.34
O -1.05 1.41 0.45
O 1.00 0.41 -0.48
O -1.15 -0.67 -0.84
C 0.79 -3.71 0.32
C 1.94 -2.93 0.39
C 2.55 -2.30 -0.84
O 3.36 -1.37 -0.72
C 1.83 -2.40 -2.06
C 0.60 -2.99 -2.11
C 0.07 -3.76 -0.85
O -1.19 -4.01 -0.87
O -0.34 -2.64 -2.94
O 2.30 -2.53 1.52
H 0.30 -4.06 1.21
H 2.16 -1.85 -2.93
C -3.46 0.02 3.03
Cl -4.68 -0.46 1.83
Cl -3.78 -0.76 4.55
Cl -3.43 1.76 3.21
H -2.50 -0.28 2.65
C 0.25 1.95 3.61
Cl 0.48 3.31 4.69
Cl -0.53 0.62 4.47
Cl 1.82 1.45 2.94
H -0.41 2.26 2.81
C 1.01 1.13 -3.74
Cl -0.59 1.82 -4.00
Cl 2.26 2.38 -3.86
Cl 1.32 -0.17 -4.87
H 1.05 0.75 -2.73
C -0.43 4.06 -0.94
Cl -1.22 4.68 0.52
Cl 1.27 3.71 -0.61
Cl -0.59 5.20 -2.28
H -0.92 3.14 -1.20
```

The computed Mulliken charges, all in e, follow:
1 Cr 0.602
2 Cr 0.844
3 S 1.419
4 O -0.789
5 O -0.472
6 O -0.604
7 O -0.378
8 C -0.951
9 C 0.808
10 C 0.344
11 O -0.676
12 C -0.704
13 C 0.756
14 C 0.902
15 O -0.822
16 O -0.717
17 O -0.702
18 H 0.535
19 H 0.718
20 C 0.846
21 Cl -0.179
22 Cl -0.115
23 Cl -0.103
24 H -0.511
25 C 0.564
26 Cl -0.124
27 Cl -0.090
28 Cl -0.149
29 H -0.198
30 C 1.317
31 Cl -0.148
32 Cl -0.117
33 Cl -0.140
34 H -0.932
35 C 0.464
36 Cl -0.149
37 Cl -0.123
38 Cl -0.136
39 H -0.090

---

[4]
A cluster of 2 separate species, C9H14 in total in a non-equilibrium geometry. Source: the OMol25 dataset; level of theory: ωB97M-V with the def2-TZVPD basis set.

Computed properties:
gap between HOMO and LUMO = 10.049 eV
largest force on an atom = 0.1085 hartree/bohr
energy relative to the best compared isomer or geometry (same formula, charge and spin) = 215.7 kJ/mol
SMILES string = Cc1ccccc1.CC
highest occupied orbital energy = -9.05 eV

XYZ file:
```
23
C9H14, DFT ωB97M-V with the def2-TZVPD basis set
C -0.71 -3.88 2.05
C -0.71 -2.77 0.98
H -1.33 -3.54 2.84
H -1.21 -4.79 1.59
H 0.36 -4.26 2.21
H -0.50 -1.70 1.34
H -0.22 -3.06 0.05
H -1.66 -2.54 0.71
C 0.85 -0.64 -1.95
C 1.01 1.69 -1.30
C 0.31 0.51 -1.12
C 0.89 2.78 -0.44
C 0.04 2.62 0.73
C -0.63 0.38 -0.18
C -0.77 1.51 0.81
H 1.69 1.76 -2.21
H 1.46 3.60 -0.66
H 1.49 -1.26 -1.21
H 1.35 -0.48 -2.89
H -0.02 3.25 1.63
H -1.49 -0.38 -0.15
H -1.57 1.49 1.68
H 0.01 -1.27 -2.42
```

The computed Mulliken charges, all in e, follow:
1 C -0.976
2 C -0.923
3 H 0.322
4 H 0.259
5 H 0.268
6 H 0.345
7 H 0.306
8 H 0.432
9 C -1.278
10 C -0.356
11 C 0.387
12 C -0.607
13 C -0.391
14 C -0.024
15 C -0.394
16 H 0.209
17 H 0.475
18 H 0.215
19 H 0.434
20 H 0.336
21 H 0.455
22 H 0.222
23 H 0.284

---

[5]
A cluster of 2 separate species, CH7NS2 in total in a non-equilibrium geometry. Source: the OMol25 dataset; level of theory: ωB97M-V with the def2-TZVPD basis set.

Computed properties:
gap between HOMO and LUMO = 9.475 eV
largest force on an atom = 0.0965 hartree/bohr
energy relative to the best compared isomer or geometry (same formula, charge and spin) = 108.9 kJ/mol
SMILES string = CSS.N
highest occupied orbital energy = -9.15 eV

XYZ file:
```
11
CH7NS2, DFT ωB97M-V with the def2-TZVPD basis set
N 5.92 -2.79 1.17
H 6.70 -3.27 1.04
H 6.11 -1.93 1.71
H 5.01 -2.92 0.82
C -4.11 1.90 -1.28
S -3.14 0.45 -0.98
S -2.30 0.70 0.97
H -5.12 1.53 -1.43
H -3.83 2.35 -2.23
H -4.11 2.87 -0.60
H -1.12 1.11 0.79
```

The computed Mulliken charges, all in e, follow:
1 N -0.513
2 H 0.158
3 H 0.184
4 H 0.171
5 C -0.715
6 S -0.069
7 S -0.197
8 H 0.270
9 H 0.285
10 H 0.287
11 H 0.138

---

[6]
A structure of composition C39H52N4OOsP2 in a non-equilibrium geometry. Source: the OMol25 dataset; level of theory: ωB97M-V with the def2-TZVPD basis set.

Computed properties:
gap between HOMO and LUMO (spin up / spin down) = 6.970 / 2.861 eV
largest force on an atom = 0.0621 hartree/bohr
charge = +2
highest occupied orbital energy (spin up / spin down) = -12.16 / -12.16 eV
2S+1 = 5
<S²> = 6.064

XYZ file:
```
99
C39H52N4OOsP2, DFT ωB97M-V with the def2-TZVPD basis set
Os 0.37 -0.69 1.95
C -1.08 1.07 2.19
C -1.34 0.18 1.09
C -0.98 0.63 -0.32
C 0.47 0.45 -0.79
C 1.39 -0.11 0.29
C 1.68 0.77 1.44
C 1.15 2.20 1.51
C -0.32 2.34 2.05
C 1.88 -1.61 2.94
H -1.83 1.08 2.99
H -2.24 -0.47 1.17
H -1.16 1.72 -0.38
H -1.66 0.10 -1.01
H 0.51 -0.20 -1.68
H 0.90 1.39 -1.18
H 2.22 -0.72 -0.10
H 2.70 0.66 1.83
H 1.27 2.69 0.54
H 1.83 2.72 2.19
H -0.26 2.87 3.02
H -0.86 3.06 1.40
H 2.04 -0.77 3.67
H 2.81 -1.76 2.39
H 1.60 -2.48 3.54
P 1.83 -0.93 -4.00
P -1.87 -0.40 -3.74
N 3.21 0.13 -4.37
N 2.34 -2.19 -5.17
N -1.99 1.39 -4.09
N -3.41 -0.82 -4.42
C 0.62 -0.09 -5.14
C -0.75 -0.77 -5.19
C 4.02 0.64 -3.34
C 4.99 1.45 -3.91
C 4.78 1.46 -5.32
C 3.66 0.67 -5.58
C 2.50 -3.53 -4.79
C 2.91 -4.26 -5.90
C 2.99 -3.36 -7.01
C 2.59 -2.11 -6.55
C -1.74 2.23 -3.01
C -1.74 3.55 -3.42
C -1.96 3.54 -4.83
C -2.05 2.21 -5.23
C -4.15 -0.13 -5.39
C -5.11 -0.99 -5.91
C -4.98 -2.25 -5.22
C -3.94 -2.12 -4.31
H 1.04 -0.05 -6.15
H 0.55 0.94 -4.78
H -1.29 -0.50 -6.12
H -0.64 -1.87 -5.19
H 3.81 0.36 -2.32
H 5.76 1.98 -3.36
H 5.39 1.95 -6.07
H 3.17 0.47 -6.52
H 2.30 -3.81 -3.77
H 3.12 -5.32 -5.91
H 3.31 -3.59 -8.02
H 2.44 -1.20 -7.11
H -1.54 1.80 -2.05
H -1.57 4.38 -2.75
H -2.05 4.42 -5.46
H -2.20 1.80 -6.22
H -3.97 0.91 -5.62
H -5.79 -0.75 -6.72
H -5.59 -3.13 -5.39
H -3.53 -2.82 -3.60
C -1.21 3.38 6.38
C -0.19 2.42 5.77
C 1.18 3.06 5.95
C -0.24 1.04 6.38
C -0.08 0.90 7.75
C -0.18 -0.35 8.36
C -0.54 -1.47 7.61
C -0.73 -1.39 6.24
C -1.18 -2.60 5.42
C -0.09 -3.69 5.43
C -2.52 -3.17 5.94
C -0.39 -0.15 5.56
O -0.20 -0.11 4.29
H -0.95 3.54 7.44
H -2.23 2.97 6.32
H -1.18 4.35 5.86
H -0.40 2.36 4.71
H 1.35 3.21 7.03
H 1.98 2.41 5.56
H 1.23 4.04 5.46
H 0.12 1.80 8.35
H -0.06 -0.43 9.44
H -0.67 -2.44 8.11
H -1.32 -2.30 4.36
H 0.09 -4.06 6.46
H -0.36 -4.54 4.78
H 0.85 -3.27 5.04
H -3.28 -2.38 5.93
H -2.88 -3.97 5.29
H -2.41 -3.55 6.97
```

The computed Mulliken charges, all in e, follow:
1 Os 1.775
2 C -0.264
3 C -1.471
4 C -0.031
5 C 0.978
6 C -1.189
7 C -0.478
8 C -1.346
9 C -0.635
10 C -0.990
11 H 0.583
12 H 0.674
13 H 0.112
14 H 0.066
15 H -0.507
16 H 0.526
17 H 0.607
18 H 0.792
19 H 0.314
20 H 0.529
21 H 0.128
22 H 0.672
23 H 0.315
24 H 0.395
25 H 0.146
26 P -0.091
27 P -0.055
28 N 0.443
29 N 0.392
30 N 0.298
31 N 0.309
32 C -0.579
33 C -1.338
34 C -0.179
35 C -0.640
36 C -0.656
37 C 0.061
38 C -0.309
39 C -0.641
40 C -0.689
41 C -0.014
42 C 0.642
43 C -0.595
44 C -1.008
45 C -0.384
46 C -0.286
47 C -0.676
48 C -0.569
49 C -0.377
50 H 0.334
51 H 0.510
52 H 0.548
53 H 0.587
54 H 0.435
55 H 0.452
56 H 0.469
57 H 0.279
58 H 0.403
59 H 0.441
60 H 0.453
61 H 0.281
62 H -0.657
63 H 0.462
64 H 0.474
65 H 0.613
66 H 0.547
67 H 0.445
68 H 0.429
69 H 0.361
70 C -1.542
71 C 1.948
72 C -1.371
73 C 0.526
74 C -0.369
75 C -1.495
76 C -0.042
77 C 0.286
78 C 0.712
79 C -1.345
80 C -1.506
81 C -0.360
82 O -0.248
83 H 0.342
84 H 0.373
85 H 0.450
86 H -1.323
87 H 0.402
88 H 0.308
89 H 0.444
90 H 0.355
91 H 0.380
92 H 0.411
93 H -0.092
94 H 0.337
95 H 0.382
96 H 0.289
97 H 0.385
98 H 0.436
99 H 0.297

---

[7]
The molecule C2H9N2OP in a non-equilibrium geometry. Source: the OMol25 dataset; level of theory: ωB97M-V with the def2-TZVPD basis set.

Computed properties:
gap between HOMO and LUMO = 9.778 eV
largest force on an atom = 0.0756 hartree/bohr
energy relative to the best compared isomer or geometry (same formula, charge and spin) = 329.4 kJ/mol
SMILES string = NNPCCO
highest occupied orbital energy = -8.71 eV

XYZ file:
```
15
C2H9N2OP, DFT ωB97M-V with the def2-TZVPD basis set
C -0.07 1.44 -0.22
C 0.47 0.99 1.25
N -0.19 -2.46 -0.54
N -0.61 -1.49 0.44
O -1.08 2.46 -0.28
P 1.05 -0.73 1.03
H -0.49 0.54 -0.60
H 0.67 1.75 -0.85
H -0.40 0.91 1.92
H 1.38 1.59 1.73
H -0.92 -2.82 -1.10
H 0.42 -3.17 -0.15
H -1.03 -1.95 1.30
H -1.90 2.17 0.16
H 1.57 -0.53 -0.30
```

The computed Mulliken charges, all in e, follow:
1 C -0.539
2 C -0.459
3 N -0.489
4 N -0.412
5 O -0.554
6 P 0.020
7 H 0.390
8 H 0.409
9 H 0.273
10 H 0.291
11 H 0.203
12 H 0.213
13 H 0.278
14 H 0.295
15 H 0.081

---

[8]
A cluster of 2 separate species, C6H7NO in total in a non-equilibrium geometry. Source: the OMol25 dataset; level of theory: ωB97M-V with the def2-TZVPD basis set.

Computed properties:
gap between HOMO and LUMO = 7.723 eV
largest force on an atom = 0.1558 hartree/bohr
energy relative to the best compared isomer or geometry (same formula, charge and spin) = 549.2 kJ/mol
highest occupied orbital energy = -7.50 eV

XYZ file:
```
15
C6H7NO, DFT ωB97M-V with the def2-TZVPD basis set
C -1.69 -0.37 1.59
C -0.74 -0.48 0.50
C -1.23 0.16 -0.76
C 1.33 0.10 -1.25
C 1.62 -0.37 0.16
C 0.54 -0.49 0.99
H -0.93 0.08 2.85
H -2.28 0.20 -0.79
H -0.43 1.10 -2.49
H 1.62 1.15 -1.34
H 1.70 -0.61 -2.17
H 2.67 -0.15 0.63
H 0.91 -0.13 2.20
N -0.20 0.38 -1.59
O -2.90 -0.57 1.46
```

The computed Mulliken charges, all in e, follow:
1 C -0.096
2 C 0.625
3 C -0.300
4 C -0.339
5 C -0.514
6 C -0.165
7 H 0.069
8 H 0.476
9 H 0.295
10 H 0.264
11 H 0.220
12 H 0.250
13 H 0.017
14 N -0.294
15 O -0.508